No. 1
DFT (ωB97M-V with the def2-TZVPD basis set) results for a structure of composition C10H12MnN2O6.

Last column: Mulliken spin population.
Atoms and positions in Å:
O: 2.519 -0.019 -2.905  -0.002
C: 1.719 0.060 -2.167  0.012
Mn: -0.790 0.112 -0.073  2.978
O: -2.512 0.655 -2.431  0.119
C: -1.818 0.448 -1.556  -0.139
C: -1.781 0.088 1.266  -0.214
O: -2.487 0.072 2.207  0.152
C: -0.018 1.728 0.217  -0.051
O: 0.463 2.761 0.502  0.074
C: -0.488 -1.657 -0.217  -0.052
O: -0.309 -2.817 -0.215  0.079
C: 3.993 -0.114 0.699  -0.022
N: 3.885 -0.505 2.067  0.493
C: 5.034 -0.733 2.874  0.001
C: 2.516 -0.648 2.422  -0.062
O: 1.619 -0.430 1.585  -0.037
N: 2.068 -1.035 3.693  0.466
C: 2.866 -1.350 4.916  -0.010
C: 0.611 -1.101 3.839  -0.012
H: 5.070 0.014 0.522  0.004
H: 3.474 0.831 0.479  0.035
H: 3.614 -0.882 0.003  0.037
H: 5.071 -0.052 3.701  0.027
H: 5.089 -1.754 3.200  0.027
H: 5.848 -0.536 2.230  0.003
H: 2.591 -0.646 5.708  0.025
H: 2.608 -2.361 5.245  0.023
H: 3.954 -1.291 4.736  0.011
H: 0.234 -0.149 3.709  0.017
H: 0.260 -1.771 3.137  0.015
H: 0.461 -1.449 4.833  0.003

Total charge: +3
Lowest unoccupied orbital energy (alpha / beta) (eV): -14.49 / -14.98
2S+1: 5
HOMO level (alpha / beta) (eV): -20.86 / -19.92
Frontier orbital gap (alpha / beta) (eV): 6.37 / 4.94
⟨S²⟩: 6.08



No. 2
DFT (ωB97M-V with the def2-TZVPD basis set) results for a cluster of 2 separate species, C2H9NOP in total.

Last column: natural (NBO) charge in e.
Atoms and positions in Å:
C: 1.658 1.023 -0.249  -0.384
C: -0.299 -0.628 -0.286  -0.562
N: 1.066 -0.355 0.184  -0.562
O: -2.843 -0.352 -0.103  -0.989
P: -1.580 0.629 0.119  0.952
H: 1.125 1.704 0.325  0.225
H: 2.741 0.874 0.035  0.239
H: 1.430 1.188 -1.278  0.241
H: -0.505 -0.945 -1.369  0.273
H: -0.955 -2.135 0.371  0.223
H: 1.826 -0.995 -0.113  0.450
H: 1.155 -0.327 1.264  0.453
H: -3.665 -0.111 -0.532  0.541
H: -1.154 0.430 1.632  -0.098

Total charge: +1
Lowest unoccupied orbital energy (eV): -4.30
2S+1: 1
HOMO level (eV): -13.37
Frontier orbital gap (eV): 9.07
Energy relative to the best compared isomer or geometry (same formula, charge and spin) (kJ/mol): 318.7



No. 3
DFT (ωB97M-V with the def2-TZVPD basis set) results for a cluster of 3 separate species, C17H31BClN4O6 in total.

Last column: natural (NBO) charge in e.
Atoms and positions in Å:
C: 1.539 2.427 -1.504  -0.633
C: 1.369 1.332 -2.679  -0.443
C: -0.119 0.750 -2.614  -0.008
Cl: -0.591 0.054 -4.276  -0.100
N: -0.400 -0.161 -1.471  -0.546
C: -1.723 -0.792 -1.533  0.817
N: -2.817 -0.124 -0.771  -0.851
N: -2.034 -1.916 -2.163  -0.761
B: -3.417 -2.557 -2.172  1.262
O: -4.624 -1.841 -2.443  -0.847
O: -3.454 -3.977 -1.889  -0.905
C: 0.690 -1.124 -1.192  0.041
C: 1.253 -1.194 0.280  -0.177
C: 2.382 -2.269 0.411  -0.237
C: 2.939 -3.143 -0.744  0.055
N: 2.389 -3.030 -2.049  -0.400
C: 1.338 -2.095 -2.198  -0.021
H: 0.605 2.411 -0.837  0.211
H: 2.471 2.274 -0.864  0.236
H: 1.564 3.473 -1.996  0.235
H: 1.435 1.923 -3.672  0.250
H: 2.197 0.552 -2.729  0.248
H: -0.815 1.667 -2.477  0.253
H: -2.679 -0.394 0.229  0.417
H: -2.533 0.883 -0.783  0.418
H: -1.267 -2.378 -2.692  0.470
H: -4.414 -0.902 -2.678  0.509
H: -3.730 -4.446 -2.715  0.519
H: 0.861 -0.562 1.139  0.248
H: 2.836 -2.422 1.456  0.257
H: 3.792 -3.895 -0.564  0.263
H: 0.884 -2.051 -3.261  0.208
O: -2.667 3.740 -1.729  -0.614
C: -3.704 4.138 -1.243  0.812
O: -4.333 3.394 -0.319  -0.518
C: -5.469 3.838 0.445  -0.071
C: -6.758 3.626 -0.323  -0.639
C: -4.342 5.408 -1.725  -0.748
H: -5.339 4.871 0.774  0.186
H: -5.485 3.226 1.350  0.202
H: -6.777 4.208 -1.247  0.211
H: -7.619 3.914 0.284  0.231
H: -6.863 2.576 -0.609  0.219
H: -4.906 5.202 -2.635  0.254
H: -3.552 6.129 -1.944  0.255
H: -4.992 5.881 -0.991  0.225
O: 5.570 -3.743 1.833  -0.588
C: 5.486 -3.409 2.995  0.804
O: 4.776 -2.314 3.326  -0.519
C: 4.466 -1.925 4.676  -0.068
C: 5.605 -1.137 5.291  -0.639
C: 6.235 -4.150 4.064  -0.746
H: 4.179 -2.792 5.276  0.182
H: 3.580 -1.288 4.612  0.194
H: 6.517 -1.733 5.357  0.213
H: 5.340 -0.798 6.294  0.225
H: 5.841 -0.266 4.675  0.222
H: 7.266 -3.795 4.089  0.254
H: 6.225 -5.213 3.819  0.253
H: 5.793 -4.061 5.055  0.219

Total charge: +1
Lowest unoccupied orbital energy (eV): -4.29
2S+1: 1
HOMO level (eV): -11.95
Frontier orbital gap (eV): 7.66



No. 4
DFT (ωB97M-V with the def2-TZVPD basis set) results for a structure of composition C5H12N.

Last column: natural (NBO) charge in e.
Atoms and positions in Å:
C: 0.034 -0.720 0.588  -0.166
C: -1.646 0.149 -0.053  -0.198
C: 0.796 -1.348 1.548  -0.178
C: -0.456 1.614 -1.769  -0.606
C: -1.334 1.527 -0.527  -0.465
N: 2.179 -1.810 1.248  -0.693
H: -1.874 -0.572 -0.825  0.216
H: 0.563 -0.600 -0.354  0.164
H: -2.301 0.093 0.806  0.226
H: 0.460 -1.574 2.543  0.232
H: -0.485 2.621 -2.173  0.237
H: -0.815 0.928 -2.532  0.211
H: 0.583 1.382 -1.549  0.196
H: -2.319 1.948 -0.768  0.245
H: -0.924 2.138 0.278  0.226
H: 2.626 -2.098 2.127  0.453
H: 2.739 -1.065 0.812  0.451
H: 2.175 -2.613 0.602  0.450

Total charge: +1
Lowest unoccupied orbital energy (eV): -3.64
2S+1: 1
HOMO level (eV): -14.35
Frontier orbital gap (eV): 10.71
Energy relative to the best compared isomer or geometry (same formula, charge and spin) (kJ/mol): 314.4